1.
C10H24N4Pt as an isolated structure. Source: OMol25; level of theory: ωB97M-V/def2-TZVPD.

The LUMO energy is -7.52 eV. Its HOMO energy is -15.817 eV. The total charge is +2.

Last column: Mulliken charge in e.
CARTESIAN COORDINATES (ANGSTROEM)
Pt (-0.00022, -0.82861, -0.83029)  0.8808
C (-2.33000, 1.63566, -0.72285)  -0.6189
C (-0.85755, 2.04576, -0.55339)  -0.5686
N (0.14099, 1.27758, -1.34662)  -0.4294
C (1.53028, 1.63423, -0.92814)  -0.6764
C (2.49459, 0.55819, -1.35011)  -0.5987
N (2.02781, -0.80194, -0.91696)  -0.3319
C (2.63346, -1.39688, 0.31382)  -0.8555
C (2.33006, -0.72383, 1.63547)  -0.6183
C (0.85782, -0.55266, 2.04512)  -0.5693
N (-0.14089, -1.34580, 1.27730)  -0.4279
C (-1.52981, -0.92727, 1.63448)  -0.6773
C (-2.49427, -1.35003, 0.55900)  -0.5987
N (-2.02831, -0.91699, -0.80114)  -0.3324
C (-2.63436, 0.31407, -1.39571)  -0.8549
H (-2.84190, 2.37534, -1.33987)  0.4037
H (-2.81706, 1.69702, 0.25248)  0.2406
H (-0.55249, 1.92326, 0.48431)  0.1927
H (-0.75013, 3.10778, -0.78048)  0.5207
H (0.02383, 1.44720, -2.34175)  0.3303
H (1.51832, 1.76010, 0.15373)  0.2855
H (1.83526, 2.58891, -1.36065)  0.4950
H (3.50157, 0.75198, -0.97909)  0.3963
H (2.55020, 0.53415, -2.43895)  0.4393
H (2.31312, -1.43455, -1.66253)  0.4657
H (3.71551, -1.43898, 0.17807)  0.4663
H (2.28015, -2.42903, 0.32762)  0.4032
H (2.81843, 0.25082, 1.69715)  0.2403
H (2.84102, -1.34174, 2.37509)  0.4039
H (0.55343, 0.48516, 1.92169)  0.1924
H (0.75008, -0.77874, 3.10733)  0.5207
H (-0.02383, -2.34091, 1.44713)  0.3295
H (-1.51788, 0.15467, 1.75983)  0.2856
H (-1.83442, -1.35932, 2.58951)  0.4949
H (-3.50145, -0.97965, 0.75295)  0.3966
H (-2.54916, -2.43892, 0.53523)  0.4391
H (-2.31395, -1.66249, -1.43367)  0.4656
H (-3.71647, 0.17869, -1.43696)  0.4662
H (-2.28180, 0.32778, -2.42813)  0.4031

2.
A 2-piece molecular cluster, C10H24P2 overall. Source: OMol25; level of theory: ωB97M-V/def2-TZVPD.

The LUMO energy (spin up / spin down) is -0.74 / -0.12 eV. Its HOMO energy (spin up / spin down) is -7.679 / -7.985 eV. The total charge is 0.

Last column: Mulliken charge in e.
CARTESIAN COORDINATES (ANGSTROEM)
C (-1.49956, 1.03960, 0.27472)  -1.0135
C (-1.09855, -3.23607, 2.16879)  -1.3782
C (2.82065, 1.94426, 2.37026)  -1.4263
C (-1.83199, -0.45196, -3.87817)  -1.3014
C (-1.08826, -1.88251, 1.68177)  -0.0380
C (1.67004, 1.27229, 1.71324)  0.0176
C (-1.53169, -0.39445, -2.41692)  -0.1510
C (-0.31661, -1.66728, 0.33041)  -1.1236
C (1.67139, 0.64261, 0.39901)  -0.4277
C (-0.09357, -0.05017, -2.03649)  -1.1757
P (0.03436, 3.39129, -0.81468)  0.1276
P (-0.11431, 0.16198, -0.18906)  0.5305
H (-1.46997, 1.40425, 1.37566)  0.3142
H (-0.18660, -3.72131, 2.54868)  0.3389
H (-1.69528, -3.36555, 3.05563)  0.3789
H (-1.28556, -3.96808, 1.35748)  0.3169
H (2.44903, 2.36314, 3.32275)  0.3531
H (3.58895, 1.15131, 2.39792)  0.3233
H (3.22647, 2.77221, 1.69298)  0.2947
H (-1.45060, 0.57251, -4.34181)  0.2897
H (-1.28870, -1.31703, -4.24194)  0.3219
H (-2.93560, -0.59762, -4.08812)  0.3200
H (-0.67425, -1.03951, 2.44941)  0.1493
H (-2.15492, -1.39093, 1.51806)  0.2453
H (0.81819, 1.98100, 1.70228)  0.1667
H (1.48328, 0.55184, 2.45008)  0.2108
H (-1.72400, -1.49081, -2.17591)  0.0130
H (-2.25233, 0.33615, -1.88079)  0.3532
H (0.62466, -2.15152, 0.35346)  0.5052
H (-0.89756, -2.15967, -0.36076)  0.4736
H (1.87311, 1.48705, -0.35463)  0.2966
H (2.61855, 0.03623, 0.31239)  0.3721
H (0.67513, -0.65088, -2.24776)  0.6367
H (0.38483, 0.87276, -2.33369)  0.5803
H (-1.06769, 4.19522, -1.19376)  0.0615
H (0.46387, 4.41327, 0.03763)  0.0438

- Which formula does entry 2 have?
  C10H24P2